1) 64
Properties=species:S:1:pos:R:3:nbo_charge:R:1 method="wB97M-V/def2-TZVPD" multiplicity=1 smiles="CCOc1ccccc1CN1CCNC(=O)[C@H]1CC(=O)NC1CCCCCCC1" homo_lumo_gap_ev=9.17 homo_ev=-8.50
C -0.462 -2.522 -2.152 -0.639
C 0.415 -2.739 -0.928 -0.060
O 1.435 -1.760 -0.942 -0.531
C 2.527 -1.923 -0.148 0.390
C 2.622 -2.880 0.857 -0.310
C 3.788 -3.011 1.592 -0.189
C 4.877 -2.205 1.324 -0.246
C 4.780 -1.241 0.334 -0.182
C 3.614 -1.066 -0.394 -0.135
C 3.497 0.038 -1.421 -0.237
N 3.237 1.363 -0.869 -0.442
C 4.298 1.886 -0.043 -0.223
C 4.005 3.360 0.206 -0.220
N 2.766 3.436 0.939 -0.601
C 1.785 2.531 0.819 0.694
O 0.794 2.579 1.535 -0.659
C 1.907 1.496 -0.288 -0.147
C 0.914 1.907 -1.406 -0.489
H 1.361 1.670 -2.371 0.246
C -0.439 1.205 -1.341 0.693
O -0.929 0.673 -2.322 -0.662
N -1.029 1.242 -0.140 -0.641
H -0.565 1.719 0.630 0.433
C -2.326 0.644 0.121 -0.064
C -3.376 1.742 0.367 -0.404
H -3.557 1.862 1.435 0.195
H -2.956 2.685 0.007 0.218
C -4.694 1.522 -0.377 -0.388
H -4.474 1.394 -1.439 0.200
C -5.566 0.351 0.087 -0.405
C -4.976 -1.038 -0.192 -0.407
H -4.262 -0.966 -1.011 0.199
H -5.777 -1.697 -0.539 0.207
C -4.331 -1.726 1.016 -0.393
H -5.131 -2.129 1.644 0.199
C -3.452 -0.861 1.917 -0.405
C -2.165 -0.333 1.290 -0.390
H -1.559 -1.176 0.950 0.197
H -1.599 0.184 2.072 0.206
H -4.039 -0.029 2.305 0.196
H -3.168 -1.471 2.779 0.210
H -3.745 -2.576 0.655 0.198
H -5.794 0.455 1.149 0.193
H -6.515 0.437 -0.447 0.208
H -5.288 2.436 -0.276 0.204
H -2.575 0.108 -0.798 0.225
H 0.741 2.986 -1.376 0.226
H 1.572 0.541 0.146 0.228
H 2.641 4.148 1.644 0.411
H 4.800 3.825 0.792 0.207
H 3.916 3.881 -0.754 0.197
H 5.240 1.780 -0.585 0.208
H 4.389 1.372 0.931 0.179
H 4.428 0.111 -1.992 0.206
H 2.681 -0.199 -2.105 0.231
H 5.636 -0.621 0.111 0.207
H 5.795 -2.322 1.879 0.213
H 3.841 -3.758 2.370 0.214
H 1.788 -3.527 1.077 0.220
H 0.858 -3.744 -0.952 0.172
H -0.180 -2.643 -0.007 0.167
H 0.096 -2.755 -3.055 0.208
H -0.779 -1.484 -2.208 0.257
H -1.335 -3.166 -2.097 0.208

***

2) 64
Properties=species:S:1:pos:R:3:nbo_charge:R:1 method="wB97M-V/def2-TZVPD" multiplicity=1 smiles="C[C@@H]1CN(C(=O)CCC(=O)NCCCN2[C@@H](C)CCC[C@@H]2C)c2ccccc2O1" homo_lumo_gap_ev=8.80 homo_ev=-8.08
C 2.607 5.108 0.839 -0.617
C 2.017 4.082 -0.118 0.059
C 2.847 2.793 -0.169 -0.236
N 2.183 1.855 -1.048 -0.434
C 1.634 0.674 -0.669 0.700
O 0.934 0.005 -1.408 -0.636
C 1.936 0.159 0.737 -0.487
H 1.751 -0.916 0.686 0.232
C 0.999 0.787 1.787 -0.479
C -0.285 1.273 1.114 0.680
O -0.500 2.462 0.942 -0.663
N -1.116 0.302 0.732 -0.640
H -0.907 -0.690 0.832 0.438
C -2.286 0.557 -0.075 -0.224
C -3.394 -0.432 0.272 -0.407
C -3.003 -1.875 -0.070 -0.218
N -1.897 -2.375 0.742 -0.489
C -2.307 -2.705 2.108 -0.038
C -1.063 -2.894 2.980 -0.389
C -0.172 -3.994 2.422 -0.408
C 0.164 -3.667 0.974 -0.386
H 0.781 -2.767 0.945 0.189
H 0.741 -4.482 0.534 0.210
C -1.082 -3.419 0.112 -0.040
C -0.603 -3.022 -1.287 -0.628
H 0.212 -3.681 -1.581 0.213
H -1.384 -3.127 -2.036 0.204
H -0.233 -1.999 -1.298 0.246
H -1.647 -4.365 0.027 0.165
H -0.682 -4.957 2.480 0.197
H 0.745 -4.072 3.010 0.209
H -1.367 -3.125 4.003 0.209
H -0.503 -1.956 3.000 0.195
H -2.840 -1.826 2.489 0.202
C -3.262 -3.903 2.247 -0.641
H -4.201 -3.713 1.733 0.211
H -3.484 -4.062 3.299 0.216
H -2.830 -4.815 1.846 0.205
H -2.693 -1.881 -1.113 0.211
H -3.893 -2.517 0.012 0.175
H -4.283 -0.178 -0.308 0.216
H -3.648 -0.334 1.328 0.200
H -2.603 1.587 0.111 0.229
H -2.021 0.464 -1.135 0.196
H 1.463 1.652 2.263 0.222
H 0.763 0.056 2.563 0.222
H 2.983 0.304 1.003 0.222
C 1.950 2.414 -2.331 0.038
C 1.860 1.627 -3.474 -0.179
C 1.686 2.205 -4.717 -0.241
C 1.617 3.583 -4.839 -0.198
C 1.719 4.378 -3.716 -0.276
C 1.882 3.808 -2.456 0.354
O 1.989 4.669 -1.410 -0.502
H 1.671 5.453 -3.780 0.222
H 1.485 4.039 -5.808 0.212
H 1.613 1.576 -5.590 0.212
H 1.921 0.557 -3.380 0.239
H 2.962 2.392 0.832 0.218
H 3.839 3.021 -0.581 0.206
H 0.992 3.825 0.186 0.232
H 2.556 4.740 1.860 0.212
H 2.041 6.031 0.768 0.228
H 3.643 5.315 0.580 0.206

***

Computed relative energies in units of kcal/mol: 1) 5.1; 2) 0.0

***

1) 18
Properties=species:S:1:pos:R:3:nbo_charge:R:1 method="wB97M-V/def2-TZVPD" total_charge=+1 multiplicity=1 smiles="C[NH+](C)N=C(N)N" homo_lumo_gap_ev=11.02 homo_ev=-14.25
C -1.721 -0.057 -0.023 0.539
C 1.765 -1.387 0.163 -0.414
C 1.256 0.884 -0.664 -0.428
N -0.773 -0.887 0.204 -0.315
N -2.911 -0.602 -0.408 -0.773
N -1.777 1.252 0.227 -0.783
N 0.829 -0.163 0.338 -0.286
H 2.807 -0.947 0.144 0.228
H 1.491 -2.043 1.092 0.248
H 1.470 -1.983 -0.691 0.249
H 0.835 1.840 -0.503 0.213
H 2.336 0.970 -0.390 0.230
H 1.126 0.621 -1.713 0.252
H -2.879 -1.486 -0.817 0.413
H -3.681 -0.429 0.114 0.400
H -0.997 1.836 0.342 0.403
H -2.644 1.641 -0.102 0.418
H 0.957 0.109 1.262 0.407

***

2) 18
Properties=species:S:1:pos:R:3:nbo_charge:R:1 method="wB97M-V/def2-TZVPD" total_charge=+1 multiplicity=1 smiles="[H]/N=C(/N)N(C)[NH2+]C" homo_lumo_gap_ev=10.33 homo_ev=-13.49
C 1.516 0.032 -0.174 0.664
C -0.476 -1.638 0.693 -0.486
C -1.308 1.697 -0.271 -0.445
N 1.688 -0.096 -1.361 -0.719
N 2.240 0.071 0.924 -0.776
N -0.173 -0.200 0.507 -0.387
N -1.074 0.274 -0.488 -0.388
H -1.441 -1.927 1.341 0.231
H -0.711 -2.164 -0.317 0.185
H 0.320 -2.100 1.320 0.249
H -1.816 2.241 -1.238 0.250
H -1.988 1.934 0.667 0.272
H -0.269 2.089 -0.202 0.237
H 1.247 -0.145 -2.268 0.432
H 3.167 0.126 0.884 0.417
H 1.758 0.057 1.797 0.429
H -1.987 -0.133 -0.388 0.427
H -0.692 -0.118 -1.426 0.408

***

3) 18
Properties=species:S:1:pos:R:3:nbo_charge:R:1 method="wB97M-V/def2-TZVPD" total_charge=+1 multiplicity=1 homo_lumo_gap_ev=10.80 homo_ev=-14.04
C 0.667 0.253 -1.047 0.468
C 0.697 1.626 -1.817 -0.672
C -0.738 -1.059 0.452 0.695
N 1.607 -0.616 -1.132 -0.704
N 0.266 -1.864 0.765 -0.730
N -2.013 -1.308 0.818 -0.761
N -0.475 0.034 -0.299 -0.605
H 0.453 2.520 -1.269 0.250
H 1.640 1.734 -2.365 0.250
H -0.043 1.316 -2.554 0.232
H 0.054 0.554 1.958 -0.068
H 2.459 -0.462 -1.678 0.401
H 0.710 0.877 2.431 0.065
H -0.065 -2.724 1.272 0.423
H 1.238 -1.588 0.639 0.480
H -2.646 -0.477 0.650 0.424
H -2.318 -2.134 1.190 0.430
H -1.418 0.407 -0.599 0.424

***

Computed relative energies in units of kcal/mol: 1) 24.5; 2) 60.9; 3) 0.0

***

1) 18
Properties=species:S:1:pos:R:3:nbo_charge:R:1 method="wB97M-V/def2-TZVPD" total_charge=+1 multiplicity=1 smiles="[H]/N=C(/N)N[NH+](C)C" homo_lumo_gap_ev=10.02 homo_ev=-13.39
C -0.483 -1.018 -1.598 0.538
C 1.088 1.385 0.543 -0.460
C -0.105 -0.296 1.746 -0.403
N -0.198 -2.224 -1.387 -0.704
N -0.917 -0.653 -2.809 -0.815
N -0.514 0.019 -0.612 -0.460
N 0.470 0.047 0.419 -0.215
H 0.299 2.202 0.528 0.248
H 1.647 1.683 1.397 0.269
H 1.727 1.520 -0.375 0.241
H -0.406 0.695 2.264 0.244
H -0.844 -1.040 1.703 0.253
H 0.753 -0.550 2.322 0.232
H -0.067 -2.425 -0.422 0.334
H -1.021 -1.404 -3.440 0.429
H -1.473 0.208 -3.087 0.419
H -0.449 0.899 -1.172 0.391
H 1.307 -0.581 0.022 0.461

***

2) 18
Properties=species:S:1:pos:R:3:nbo_charge:R:1 method="wB97M-V/def2-TZVPD" total_charge=+1 multiplicity=1 homo_lumo_gap_ev=7.07 homo_ev=-10.82
C -0.299 0.081 2.897 -0.618
C 0.921 0.438 2.041 -0.522
C 0.951 -0.416 0.797 0.130
N -1.099 0.007 -1.277 -0.174
N -1.118 0.293 -0.210 0.147
N 2.087 -1.045 0.626 -0.727
N -1.596 0.314 -3.897 -0.900
H -0.110 -0.909 3.483 0.225
H -0.304 0.924 3.620 0.223
H -1.170 0.169 2.138 0.224
H 0.816 1.563 1.749 0.235
H 1.893 0.232 2.462 0.180
H -1.736 0.189 -2.845 0.465
H 2.241 -1.470 -0.264 0.385
H 2.869 -1.122 1.237 0.366
H -2.202 -0.377 -4.321 0.451
H -1.497 1.227 -4.337 0.464
H -0.646 -0.099 -3.898 0.445

***

3) 18
Properties=species:S:1:pos:R:3:nbo_charge:R:1 method="wB97M-V/def2-TZVPD" total_charge=+1 multiplicity=1 homo_lumo_gap_ev=10.07 homo_ev=-13.58
C -1.394 0.102 0.068 0.532
C -2.912 0.219 0.105 -0.644
C -0.017 2.200 0.222 0.105
N -0.740 -1.025 0.158 -0.752
N 1.867 -1.314 0.452 -0.667
N -0.763 1.197 0.313 -0.353
N 2.469 -0.396 -0.548 -0.673
H -3.075 0.257 1.084 0.248
H -3.371 -0.565 -0.492 0.246
H -3.369 1.239 -0.228 0.259
H 0.468 2.363 -0.640 0.184
H 0.206 2.807 1.026 0.195
H 3.061 0.242 -0.017 0.362
H -1.214 -1.812 -0.280 0.406
H 1.869 -2.225 0.023 0.370
H 2.407 -1.551 1.255 0.379
H 3.091 -0.841 -1.218 0.368
H 0.373 -1.098 0.280 0.435

***

Computed relative energies in units of kcal/mol: 1) 0.0; 2) 7.6; 3) 4.6

***

1) 9
Properties=species:S:1:pos:R:3:nbo_charge:R:1 method="wB97M-V/def2-TZVPD" total_charge=+1 multiplicity=1 smiles="N/C=[NH+]/S" homo_lumo_gap_ev=9.97 homo_ev=-14.06
C 0.223 -0.447 -0.383 0.387
N -0.430 -1.557 -0.226 -0.690
N -0.035 0.679 0.242 -0.634
S 1.099 2.021 0.102 0.245
H 0.919 -0.477 -1.125 0.221
H -0.341 -2.259 -0.912 0.436
H -0.986 -1.744 0.613 0.433
H -0.633 0.875 1.005 0.441
H 0.183 2.909 0.683 0.162

***

2) 9
Properties=species:S:1:pos:R:3:nbo_charge:R:1 method="wB97M-V/def2-TZVPD" total_charge=+1 multiplicity=1 homo_lumo_gap_ev="9.07 / 9.08" homo_ev="-15.13 / -15.13"
C 0.292 -0.366 0.231 0.342
N -1.768 0.483 0.332 -0.617
N 1.261 0.379 -0.056 -0.625
S 2.936 0.003 -0.186 0.338
H 0.241 -1.403 0.502 0.232
H -2.257 -0.346 0.013 0.362
H -1.711 1.163 -0.426 0.355
H 1.104 1.375 -0.248 0.466
H 2.824 -1.316 0.075 0.147

***

3) 9
Properties=species:S:1:pos:R:3:nbo_charge:R:1 method="wB97M-V/def2-TZVPD" total_charge=+1 multiplicity=1 smiles="N/C=[NH+]/S" homo_lumo_gap_ev=10.50 homo_ev=-14.59
C -0.330 -0.441 -0.030 0.388
N -1.594 -0.150 -0.343 -0.711
N 0.735 0.328 -0.120 -0.677
S 2.330 -0.220 0.155 0.327
H 0.052 -1.493 0.416 0.258
H -2.304 -0.761 -0.100 0.431
H -1.982 0.744 -0.517 0.429
H 0.543 1.325 -0.488 0.436
H 2.550 0.668 1.028 0.119

***

4) 9
Properties=species:S:1:pos:R:3:nbo_charge:R:1 method="wB97M-V/def2-TZVPD" total_charge=+1 multiplicity=1 homo_lumo_gap_ev=8.77 homo_ev=-14.32
C -0.439 0.230 0.074 0.476
N -0.148 1.104 0.982 -0.757
N 0.298 -0.641 -0.532 -0.723
S -0.227 -1.561 -1.907 0.291
H -2.194 0.286 -0.492 0.247
H -0.864 1.698 1.377 0.452
H 0.800 1.230 1.331 0.430
H 1.293 -0.703 -0.311 0.437
H 0.310 -2.718 -1.488 0.147

***

Computed relative energies in units of kcal/mol: 1) 0.0; 2) 97.7; 3) 2.3; 4) 62.7

***

1) 12
Properties=species:S:1:pos:R:3:nbo_charge:R:1 method="wB97M-V/def2-TZVPD" multiplicity=1 homo_lumo_gap_ev=9.73 homo_ev=-9.92
C -1.099 -0.865 0.093 -0.624
C 0.086 0.672 -0.064 0.644
N 1.288 -0.202 -0.113 0.475
O 1.646 -0.670 -1.156 -0.379
O 1.785 -0.482 0.989 -0.407
O -0.028 1.439 1.041 -0.674
O -0.163 1.377 -1.184 -0.686
H -2.027 -0.454 0.283 0.210
H -0.860 -1.435 -0.734 0.210
H -0.880 -1.186 1.053 0.197
H 0.051 0.913 1.861 0.511
H 0.202 0.893 -2.069 0.523

***

2) 12
Properties=species:S:1:pos:R:3:nbo_charge:R:1 method="wB97M-V/def2-TZVPD" multiplicity=1 smiles="O=CNC(=O)O.O" homo_lumo_gap_ev=11.52 homo_ev=-10.96
O 1.062 -0.223 2.339 -0.600
C 0.433 -1.188 1.975 0.542
N -0.026 -1.403 0.714 -0.683
C 0.015 -0.413 -0.339 0.909
O 0.938 0.490 -0.175 -0.652
O -0.760 -0.500 -1.244 -0.586
H 0.130 -1.982 2.674 0.131
H -0.312 -2.336 0.467 0.423
H 1.257 0.526 0.752 0.517
H -1.298 1.668 -2.247 0.478
H -0.852 3.046 -2.746 0.462
O -0.587 2.316 -2.171 -0.939

***

Computed relative energies in units of kcal/mol: 1) 121.4; 2) 0.0